C72H88BN11OPS7Sc as an isolated structure. Source: the Open Molecules 2025 dataset; level of theory: wB97M-V/def2-TZVPD.

Element x y z (Å)
Sc: 0.958 0.828 1.853
C: -0.389 -4.618 3.584
C: -0.866 -2.502 2.158
C: -1.524 -3.528 1.200
C: -1.964 -3.000 -0.115
N: -2.310 -1.790 -0.265
N: -2.337 -0.920 0.807
B: -2.899 0.384 0.422
N: -4.277 0.781 1.102
N: -5.315 0.535 0.308
C: -6.514 0.878 0.726
C: -6.690 1.525 1.964
C: -5.625 1.743 2.796
C: -5.763 2.376 4.143
C: -4.375 1.293 2.320
S: -2.913 1.312 3.313
C: -7.691 0.548 -0.171
C: -8.635 -0.389 0.594
C: -7.215 -0.137 -1.446
C: -8.420 1.851 -0.527
N: -2.952 0.669 -1.124
N: -3.574 0.074 -2.133
C: -3.269 0.518 -3.331
C: -2.315 1.556 -3.524
C: -1.695 2.167 -2.474
C: -0.675 3.249 -2.579
C: -2.092 1.668 -1.219
S: -1.705 2.045 0.432
C: -4.012 -0.078 -4.520
C: -4.722 -1.373 -4.134
C: -5.046 0.957 -4.984
C: -3.033 -0.371 -5.664
C: -1.561 -1.070 2.029
S: -2.654 -0.706 3.519
C: -2.064 -3.866 -1.366
C: -3.550 -4.127 -1.631
C: -1.341 -5.203 -1.206
C: -1.446 -3.108 -2.545
H: 0.040 -5.061 2.692
H: -0.924 -5.401 4.120
H: 0.431 -4.278 4.217
H: -0.835 -4.358 1.068
H: -7.682 1.825 2.273
H: -6.787 2.704 4.303
H: -5.105 3.239 4.241
H: -5.490 1.670 4.926
H: -8.137 -1.322 0.860
H: -9.492 -0.631 -0.033
H: -9.016 0.067 1.508
H: -6.692 -1.069 -1.235
H: -6.531 0.497 -2.008
H: -8.080 -0.359 -2.072
H: -8.832 2.349 0.350
H: -9.253 1.631 -1.195
H: -7.755 2.549 -1.037
H: -2.090 1.873 -4.534
H: -0.443 3.472 -3.619
H: 0.242 2.936 -2.075
H: -1.031 4.162 -2.101
H: -5.383 -1.236 -3.282
H: -4.011 -2.158 -3.885
H: -5.316 -1.713 -4.982
H: -5.784 1.148 -4.206
H: -5.571 0.588 -5.864
H: -4.574 1.904 -5.248
H: -2.194 -0.979 -5.323
H: -2.643 0.533 -6.131
H: -3.550 -0.930 -6.444
H: -4.013 -4.662 -0.800
H: -3.677 -4.734 -2.528
H: -4.081 -3.185 -1.766
H: -1.770 -5.817 -0.413
H: -0.279 -5.066 -0.998
H: -1.421 -5.770 -2.134
H: -1.934 -2.145 -2.683
H: -1.547 -3.694 -3.459
H: -0.385 -2.919 -2.369
O: -0.625 -0.090 2.058
S: 0.896 -2.155 1.702
C: -1.364 -3.458 3.333
C: -1.964 -3.175 4.682
C: -3.007 -3.951 5.016
C: -3.566 -4.979 4.116
C: -3.294 -4.990 2.805
C: -2.496 -3.816 2.357
C: 1.964 -3.526 2.043
C: 2.082 -4.550 1.104
C: 2.989 -5.578 1.303
C: 3.802 -5.572 2.427
C: 3.712 -4.536 3.345
C: 2.797 -3.511 3.157
H: -1.481 -2.539 5.410
H: -3.407 -3.896 6.019
H: -4.198 -5.738 4.553
H: -3.695 -5.741 2.139
H: -3.194 -2.965 2.366
H: 1.449 -4.538 0.227
H: 3.064 -6.380 0.583
H: 4.512 -6.372 2.584
H: 4.353 -4.526 4.215
H: 2.720 -2.707 3.875
N: 4.677 6.540 -1.249
C: 5.779 7.049 -1.914
C: 6.150 8.348 -2.255
C: 7.340 8.483 -2.936
C: 8.137 7.371 -3.270
C: 7.762 6.092 -2.929
C: 6.559 5.935 -2.235
N: 5.958 4.779 -1.764
C: 4.858 5.185 -1.191
C: 3.912 4.259 -0.556
C: 2.618 4.613 -0.188
C: 1.804 3.668 0.408
N: 2.198 2.410 0.614
C: 3.444 2.066 0.256
C: 4.333 2.950 -0.315
H: 3.945 7.072 -0.812
H: 5.543 9.207 -2.005
H: 7.672 9.470 -3.225
H: 9.063 7.532 -3.804
H: 8.368 5.233 -3.177
H: 2.230 5.608 -0.356
H: 0.800 3.928 0.734
H: 3.735 1.035 0.432
H: 5.333 2.645 -0.582
C: 4.551 -5.682 -2.606
C: 3.625 -4.824 -3.458
C: 2.665 -3.971 -2.631
C: 3.391 -2.853 -1.882
N: 2.517 -1.893 -1.217
C: 1.786 -0.944 -1.816
S: 0.822 0.147 -0.924
N: 1.847 -0.858 -3.146
C: 1.185 0.148 -3.963
C: 2.088 1.336 -4.270
C: 3.394 0.968 -4.965
C: 3.200 0.256 -6.295
H: 5.216 -6.284 -3.222
H: 3.975 -6.364 -1.978
H: 5.181 -5.081 -1.949
H: 3.045 -5.464 -4.127
H: 4.218 -4.174 -4.109
H: 2.153 -4.602 -1.899
H: 1.879 -3.554 -3.264
H: 4.072 -2.313 -2.552
H: 4.022 -3.271 -1.099
H: 2.330 -2.016 -0.233
H: 2.491 -1.472 -3.619
H: 0.294 0.467 -3.424
H: 0.853 -0.352 -4.874
H: 2.297 1.863 -3.334
H: 1.522 2.026 -4.903
H: 4.003 0.350 -4.295
H: 3.976 1.879 -5.115
H: 2.752 -0.733 -6.178
H: 4.148 0.114 -6.810
H: 2.549 0.828 -6.958
S: 1.777 -0.050 4.213
P: 1.923 1.937 4.545
S: 0.488 2.862 3.453
C: 1.813 2.342 6.288
C: 2.676 1.695 7.171
C: 2.631 1.995 8.520
C: 1.727 2.941 8.990
C: 0.870 3.586 8.112
C: 0.911 3.288 6.757
C: 3.517 2.528 3.924
C: 3.633 3.862 3.526
C: 4.839 4.339 3.039
C: 5.937 3.491 2.953
C: 5.824 2.168 3.350
C: 4.618 1.684 3.835
H: 3.380 0.955 6.809
H: 3.298 1.494 9.207
H: 1.692 3.173 10.046
H: 0.170 4.323 8.479
H: 0.239 3.786 6.070
H: 2.773 4.516 3.575
H: 4.924 5.371 2.731
H: 6.879 3.863 2.577
H: 6.679 1.509 3.282
H: 4.525 0.643 4.123

HOMO level = -11.79 eV
Net charge = +2
Multiplicity = 1
Frontier orbital gap = 7.038 eV
LUMO = -4.8 eV
ΔE to the lowest compared entry with this formula, charge and spin = 2.9031 eV